No. 1
58
Properties=species:S:1:pos:R:3:forces:R:3 method="wB97M-V/def2-TZVPD" spin_multiplicity=3 s2=2.02 de_lowest_kcal_mol=5.6 charge=-1 e_homo_ev="-2.578 / -4.507"
Ti -0.018673 -0.530089 1.196834 -0.369 -0.483 -0.567
Br -2.964164 3.487675 1.026312 -0.026 -0.050 -0.022
C -3.466754 1.656018 1.082306 0.170 0.073 0.152
C -4.776217 1.291995 0.801953 -0.099 0.020 -0.005
C -5.120587 -0.043131 0.797373 -0.068 -0.021 0.008
Br -6.929561 -0.494298 0.379361 0.067 0.015 0.015
C -4.192498 -1.068603 1.062135 0.070 -0.108 0.091
C -4.446442 -2.468035 1.049204 0.018 -0.096 0.000
C -3.377208 -3.342198 1.304070 -0.030 0.064 -0.016
C -2.109433 -2.869032 1.530721 -0.008 -0.041 -0.089
N -1.822474 -1.532631 1.534641 0.004 -0.035 0.109
C -2.870590 -0.658295 1.348969 -0.080 0.280 -0.029
C -2.491140 0.705531 1.373395 -0.139 -0.099 0.075
O -1.216550 0.976464 1.621271 0.043 -0.051 -0.162
H -5.513597 2.049807 0.579207 0.001 0.000 -0.004
H -5.440205 -2.840223 0.851599 0.001 0.002 0.000
H -3.543027 -4.411956 1.317946 -0.003 -0.005 0.000
H -1.271581 -3.530889 1.707009 0.004 0.011 0.009
F 1.000324 -1.853329 1.939534 -0.155 0.314 0.183
C -1.450855 0.495742 -4.001011 0.022 0.027 0.029
C -1.919743 1.347625 -2.824948 -0.020 -0.024 -0.015
C -1.515363 2.803354 -3.037558 0.018 -0.022 0.024
C -3.440774 1.253049 -2.665014 0.026 -0.013 -0.014
N -1.193285 0.920732 -1.617893 -0.175 0.020 -0.084
N -1.419446 -0.406367 -1.168001 0.471 0.240 0.158
H -1.859132 0.883132 -4.936039 -0.011 -0.001 -0.004
H -1.782258 -0.539551 -3.898278 0.011 -0.008 -0.002
H -0.360555 0.508679 -4.056952 -0.007 -0.004 -0.014
H -1.983710 3.204001 -3.938244 -0.002 0.002 -0.003
H -0.431132 2.879028 -3.130421 -0.003 0.011 -0.008
H -1.830769 3.413486 -2.187713 0.003 0.004 0.005
H -3.941094 1.651792 -3.550269 -0.007 -0.014 -0.007
H -3.770376 1.823409 -1.795268 -0.011 0.018 0.012
H -3.778037 0.220926 -2.540732 -0.009 0.000 0.010
H -1.418783 1.541842 -0.845416 0.041 -0.017 0.021
H -0.822059 -1.025833 -1.704072 -0.088 -0.037 -0.036
H -2.393348 -0.691770 -1.248448 0.021 -0.067 0.109
C 6.945037 -0.810203 2.894428 -0.040 0.008 -0.036
C 5.727113 -0.520988 2.055030 0.035 -0.018 -0.004
C 5.606494 -1.006805 0.762693 0.009 -0.004 0.032
C 4.486892 -0.739969 -0.021264 -0.049 0.003 -0.001
C 4.426586 -1.316377 -1.410089 0.009 0.011 0.012
C 3.443256 0.041262 0.494745 0.049 -0.033 -0.058
Te 1.735681 0.487187 -0.716945 0.204 0.096 0.101
C 3.553755 0.541096 1.802062 0.007 0.014 0.046
C 2.492051 1.400553 2.437680 0.002 0.030 0.025
C 4.688749 0.251048 2.554337 -0.036 -0.002 -0.005
H 7.591654 -1.540464 2.407263 0.005 -0.004 0.002
H 6.662984 -1.206314 3.871643 0.010 -0.002 0.008
H 7.531940 0.095522 3.064567 0.005 0.000 0.006
H 6.402820 -1.618604 0.348898 0.002 0.000 0.000
H 5.322806 -1.900840 -1.623756 0.001 0.000 -0.003
H 4.335306 -0.528248 -2.160014 -0.001 -0.003 -0.007
H 3.549959 -1.955913 -1.526346 -0.003 -0.002 0.000
H 1.546435 0.869545 2.607356 0.122 -0.010 -0.019
H 2.248062 2.263365 1.816780 -0.013 -0.019 -0.016
H 2.824818 1.747518 3.417125 0.008 0.028 -0.013
H 4.758715 0.639546 3.566260 -0.006 0.004 0.001

No. 2
52
Properties=species:S:1:pos:R:3:forces:R:3 method="wB97M-V/def2-TZVPD" charge=-2 e_homo_ev=-0.086
C -2.551024 -0.431574 -1.828883 -0.484 0.157 0.730
C -2.489554 -0.931973 -0.483772 -0.507 0.776 -0.384
C -2.542588 0.176221 0.397811 -0.656 0.049 -0.331
H -2.506249 -1.974130 -0.178972 0.258 0.175 -0.154
C -2.650936 1.366311 -0.368116 -0.073 -0.555 -0.032
C -2.657429 1.006091 -1.753615 0.311 -0.356 0.432
H -2.887324 1.670438 -2.584847 0.283 -0.193 0.166
H -2.699343 -1.017028 -2.732183 0.332 0.113 0.183
H -2.603101 0.102866 1.483137 0.311 0.095 -0.267
H -2.823865 2.369589 0.017932 0.239 -0.227 -0.084
Cd -0.210588 0.202786 -1.465571 -0.137 -0.899 0.428
Br 1.081200 -0.947420 -3.264321 -0.055 0.107 0.700
C 2.153913 1.108346 -5.849380 -0.579 -0.547 -0.654
C 1.050601 1.900476 -6.278888 -0.081 -0.931 -0.097
C 0.052168 1.017980 -6.806646 0.815 -0.119 0.376
H 0.978215 2.983591 -6.222396 -0.012 -0.098 0.040
C 0.544393 -0.315305 -6.700516 0.754 0.683 0.082
C 1.851613 -0.263395 -6.124115 -0.547 1.023 -0.686
H 2.491806 -1.117220 -5.919089 -0.125 0.141 0.059
H 3.064455 1.472581 -5.380282 -0.122 -0.019 -0.036
H -0.909583 1.314732 -7.217284 0.069 -0.027 0.082
H 0.020749 -1.221467 -6.994054 0.017 0.113 0.038
C -0.388924 3.217112 1.890084 -0.072 -0.046 -0.261
C 0.588738 2.143007 1.438057 0.007 -0.576 0.086
C 2.002398 2.693844 1.283907 -0.078 -0.095 -0.317
C 0.594740 0.961145 2.384565 0.158 -0.307 -0.332
C 0.821076 1.175999 3.740240 -0.292 -0.683 -0.200
C 0.813326 0.078809 4.594847 0.057 -0.082 0.664
C 0.554315 -1.206491 4.120828 -0.027 0.396 -0.130
C 0.350252 -1.464439 2.776403 0.006 0.172 -0.111
C 0.060916 -2.902157 2.331710 0.185 0.723 0.045
C 1.245562 -3.818663 2.656582 -0.062 -0.035 -0.439
C -1.211011 -3.462883 2.977680 -0.049 0.001 -0.339
C 0.475881 -0.379228 1.841177 -0.030 0.148 -0.026
O 0.509030 -0.627922 0.564760 -0.152 0.437 -0.040
H -0.091501 3.628447 2.852582 0.017 0.142 0.105
H -1.394173 2.801648 1.986260 0.057 0.034 0.003
H -0.413132 4.018457 1.148540 -0.068 0.137 0.066
H 0.240557 1.754297 0.470570 0.097 0.231 0.145
H 2.361023 3.039943 2.250205 0.109 0.136 0.145
H 2.686084 1.915785 0.932415 -0.086 0.081 -0.012
H 2.014633 3.525659 0.577004 0.119 0.074 -0.031
H 0.995196 2.180775 4.148763 -0.109 -0.390 -0.267
H 0.985016 0.213568 5.656420 0.029 0.062 0.067
H 0.515732 -2.035942 4.822190 0.001 0.069 0.063
H -0.085521 -2.875413 1.240369 0.112 -0.001 0.316
H 1.429931 -3.904800 3.728609 -0.082 0.090 0.079
H 1.027674 -4.816109 2.271317 0.125 -0.174 0.008
H 2.161521 -3.458887 2.182562 -0.063 0.001 0.016
H -2.092119 -2.868041 2.724030 0.093 0.037 0.007
H -1.368155 -4.473629 2.596239 -0.131 -0.121 0.039
H -1.146603 -3.526385 4.065111 0.115 0.078 0.060

No. 3
54
Properties=species:S:1:pos:R:3:forces:R:3 method="wB97M-V/def2-TZVPD" spin_multiplicity=6 s2=8.80 de_lowest_kcal_mol=35.8 charge=+2 e_homo_ev="-10.699 / -15.229"
C 0.230009 0.684458 -6.475253 -0.244 -0.584 4.081
C 1.609714 1.153494 -6.128273 -0.132 -0.014 -0.513
C -0.029401 -0.791085 -6.503215 0.051 0.278 -0.308
C -0.920392 1.595510 -6.160177 0.158 -0.093 -0.442
Cl 0.181512 0.479386 -2.997753 0.322 0.753 -1.784
H -0.024815 -0.899311 -7.572833 -0.224 -1.342 -0.740
H -1.015940 -1.111687 -6.119894 0.380 0.274 -0.168
H 0.768248 -1.430095 -6.081289 -0.244 0.396 -0.169
H 1.910420 1.416716 -7.127992 1.357 0.557 -0.330
H 2.299511 0.380859 -5.748312 -0.353 0.163 -0.178
H 1.672257 2.055791 -5.497116 -0.191 -0.290 -0.243
H -1.087929 1.946106 -7.163390 -1.074 0.981 -0.379
H -0.690965 2.466493 -5.520317 0.078 -0.383 -0.271
H -1.841740 1.099308 -5.804141 0.439 0.070 -0.185
C 1.516261 -1.299694 0.654579 -0.166 -0.289 -0.384
C 1.027412 -2.219774 -0.337272 0.907 -0.672 0.274
C 1.337622 -1.688539 -1.636403 1.730 -1.369 0.597
H 0.530387 -3.175388 -0.165334 0.306 0.362 0.016
C 2.018954 -0.422067 -1.411604 1.154 -0.636 0.367
C 2.072539 -0.175587 -0.016484 0.972 -0.193 0.570
H 2.516583 0.730798 0.418946 -0.251 -0.766 -0.245
H 1.464988 -1.434646 1.718698 -0.153 -0.100 0.108
H 1.186807 -2.198318 -2.579550 0.149 0.105 0.115
H 2.443257 0.258180 -2.148301 -0.164 -0.489 0.252
C -2.083939 0.860887 -0.067457 -0.742 -0.075 0.402
C -2.145260 -0.450630 0.462185 -0.208 -0.365 0.269
C -2.085882 -1.403864 -0.618971 -1.061 0.639 -0.221
H -2.266239 -0.706177 1.510777 0.136 0.014 -0.228
C -2.026575 -0.641944 -1.848265 -1.957 -0.868 0.452
C -1.946250 0.760444 -1.476015 -1.310 -0.396 0.261
H -1.855976 1.604346 -2.143503 -0.197 -0.177 0.042
H -2.168900 1.808276 0.456849 0.022 -0.420 -0.065
H -2.111068 -2.480544 -0.564959 -0.238 0.053 0.103
H -2.095401 -1.069288 -2.850243 0.065 0.298 0.393
Ir -0.140487 -0.385693 -1.009130 0.552 4.059 -2.220
C -2.030070 1.016910 3.939030 0.049 0.396 -1.511
N -0.662080 0.546352 4.042812 0.767 0.186 -0.224
C 0.357379 0.780020 3.128985 -0.060 -1.423 2.986
Se 0.302117 1.881671 1.691291 0.166 0.406 -0.063
N 1.474686 0.222679 3.724503 -1.070 0.111 0.295
C 1.201116 -0.220281 5.030819 0.313 0.850 -0.820
C 2.062808 -0.504449 6.083067 -0.800 -0.383 1.072
C 1.477205 -0.559978 7.371385 0.753 -0.157 -1.264
C 0.103333 -0.344290 7.565828 -1.054 0.215 -0.875
C -0.754838 -0.073559 6.478507 0.542 -0.483 1.014
C -0.164304 -0.009570 5.226828 0.059 0.741 -0.964
H -2.275976 1.602232 4.802972 -0.148 0.327 0.410
H -2.709000 0.175419 3.846120 -0.092 -0.100 0.077
H -2.100933 1.650046 3.022093 -0.057 -0.470 0.832
H 2.387685 0.254604 3.318731 0.403 0.173 -0.170
H 3.106032 -0.679542 5.887885 0.253 0.046 0.262
H 2.099738 -0.779569 8.235314 -0.054 0.093 -0.221
H -0.306249 -0.368350 8.577674 0.125 -0.027 -0.369
H -1.817985 0.092928 6.577590 0.037 0.019 0.305

No. 4
53
Properties=species:S:1:pos:R:3:forces:R:3 method="wB97M-V/def2-TZVPD" spin_multiplicity=5 s2=6.01 charge=+2 e_homo_ev="-14.729 / -14.695"
Pm -1.052719 -0.517510 1.641118 0.411 -1.257 1.838
Cl -1.313820 -2.315156 3.406612 0.281 0.551 -0.749
P 0.782991 -0.249737 -0.336220 0.955 -0.521 -0.443
C 1.010443 1.531455 -0.425133 -0.433 0.772 -0.485
C 0.890016 2.146972 -1.691043 0.114 0.289 0.734
C 0.865335 3.550162 -1.775461 0.064 -0.472 0.418
C 0.929933 4.333948 -0.616565 -0.063 -0.708 -0.201
C 1.026703 3.718486 0.632769 0.078 -0.048 0.311
C 1.071559 2.329420 0.747894 -0.173 -0.432 -0.155
C 2.238636 -0.930778 0.512660 -0.153 0.330 0.800
C 2.187689 -2.232550 1.042775 0.443 0.058 0.377
C 3.263151 -2.716577 1.806656 -0.058 0.443 -0.255
C 4.350603 -1.869530 2.071253 -0.145 -0.166 -0.010
C 4.377666 -0.558874 1.591502 0.063 0.067 -0.159
C 3.318622 -0.092143 0.810503 0.285 0.028 0.171
C 0.743092 -1.007503 -1.934315 -0.323 -0.341 -0.773
C -0.380304 -1.747619 -2.383927 0.719 0.440 0.229
C -0.297296 -2.410409 -3.605741 -0.141 -0.039 0.074
C 0.878188 -2.333429 -4.360358 -0.185 -0.114 -0.074
C 1.975960 -1.598807 -3.912759 0.451 0.137 -0.108
C 1.917776 -0.930108 -2.694666 -0.212 -0.219 -0.012
H 1.310589 -2.855220 0.879248 0.134 -0.135 -0.122
H 3.270208 -3.735768 2.198870 -0.137 0.364 -0.147
H 5.180817 -2.235564 2.676684 -0.245 0.075 -0.183
H 5.232640 0.099103 1.815618 -0.546 -0.413 -0.133
H 3.316621 0.936060 0.448165 0.146 -0.300 0.056
H 0.800461 1.503815 -2.571726 0.081 0.498 0.240
H 0.783806 4.020866 -2.744123 0.011 0.044 -0.048
H 0.891484 5.413120 -0.679382 0.048 -0.026 -0.046
H 1.092278 4.329348 1.534035 -0.021 -0.143 -0.255
H 1.204132 1.860273 1.750815 0.010 0.362 -0.707
H -1.282649 -1.799236 -1.756079 0.363 -0.035 -0.408
H -1.145442 -3.001263 -3.966394 0.372 0.252 0.114
H 0.925834 -2.871219 -5.311746 0.048 0.238 0.357
H 2.903902 -1.548548 -4.499857 -0.567 -0.093 0.215
H 2.774811 -0.369603 -2.297703 -0.300 -0.290 -0.334
H -1.748305 2.228102 -2.521704 -0.094 -0.994 -0.374
H -1.760035 1.505934 -2.799375 -0.068 0.942 0.344
C -4.056225 -1.918970 0.401280 -0.057 0.303 0.286
C -4.313935 -0.510554 0.930121 -0.817 -0.104 -0.355
O -3.188217 -0.023236 1.670253 -0.179 0.892 0.565
C -3.464228 1.109214 2.561003 -0.016 0.466 -0.120
C -2.223791 1.379057 3.400253 0.418 -0.334 0.039
H -3.249236 -1.892371 -0.349560 -0.174 -0.004 0.045
H -4.968487 -2.221880 -0.122897 0.247 -0.128 0.031
H -3.806973 -2.670283 1.157291 -0.193 0.223 0.054
H -4.429372 0.135330 0.062933 -0.239 0.270 0.018
H -5.164831 -0.347694 1.614306 0.087 -0.686 -0.540
H -3.645031 2.005325 1.942622 -0.185 -0.465 0.106
H -4.359418 0.896279 3.170995 0.502 -0.101 -0.246
H -2.398779 2.253990 4.020316 0.078 0.141 -0.037
H -1.922060 0.577364 4.096763 -0.329 0.022 -0.224
H -1.344795 1.648516 2.761421 -0.356 0.361 0.283